(1)
Density functional theory data (wB97M-V/def2-TZVPD) for C49H52BN12O4SrTe as an isolated structure in a non-equilibrium geometry.

Element x y z (Å)
Sr1 -0.620 0.058 0.407
C1 2.590 2.265 2.578
C2 1.280 2.413 2.131
N1 1.140 1.898 0.892
N2 2.377 1.456 0.535
C3 3.249 1.648 1.534
B1 2.704 0.627 -0.745
N3 1.716 0.840 -1.885
C4 1.596 1.855 -2.753
C5 0.634 1.512 -3.677
C6 0.195 0.246 -3.279
N4 0.857 -0.132 -2.202
N5 2.784 -0.879 -0.431
C7 3.773 -1.402 0.328
C8 4.185 -2.577 -0.254
C9 3.367 -2.718 -1.388
N6 2.527 -1.716 -1.470
N7 4.078 1.015 -1.302
C10 4.483 0.846 -2.580
C11 5.783 1.276 -2.677
C12 6.105 1.680 -1.376
N8 5.078 1.511 -0.568
H1 3.022 2.561 3.512
H2 0.359 2.737 2.603
H3 4.286 1.403 1.407
H4 2.201 2.732 -2.662
H5 0.301 2.083 -4.517
H6 -0.557 -0.392 -3.698
H7 4.020 -0.944 1.267
H8 4.914 -3.269 0.116
H9 3.326 -3.513 -2.111
H10 3.839 0.426 -3.326
H11 6.399 1.299 -3.551
H12 7.026 2.072 -0.989
C13 -4.942 -2.022 5.914
C14 -4.195 -1.311 4.825
C15 -4.556 -0.025 4.434
C16 -3.854 0.672 3.440
C17 -4.430 2.009 3.083
O1 -4.682 2.844 3.934
C18 -4.955 2.179 1.698
C19 -6.157 2.895 1.578
C20 -6.799 3.007 0.363
C21 -6.237 2.434 -0.773
C22 -5.019 1.771 -0.671
C23 -4.363 1.629 0.551
C24 -2.707 0.108 2.854
O2 -1.913 0.846 1.986
C25 -2.369 -1.244 3.229
C26 -3.116 -1.913 4.211
C27 -1.219 -1.903 2.665
N9 -0.706 -1.548 1.475
C28 0.725 -1.376 1.365
C29 1.152 -2.720 0.765
Te1 -0.135 -2.184 -0.777
C30 -1.705 -3.413 -0.102
C31 -2.918 -2.924 0.387
C32 -3.803 -3.822 0.948
C33 -3.485 -5.174 1.004
C34 -2.251 -5.635 0.573
C35 -1.342 -4.730 0.060
C36 -0.394 -2.770 3.512
C37 -0.248 -4.106 3.161
C38 0.639 -4.915 3.842
C39 1.352 -4.391 4.907
C40 1.187 -3.066 5.281
C41 0.334 -2.242 4.572
H13 -6.013 -1.864 5.821
H14 -4.625 -1.639 6.884
H15 -4.743 -3.090 5.893
H16 -5.405 0.451 4.901
H17 -6.576 3.348 2.464
H18 -7.734 3.542 0.290
H19 -6.740 2.515 -1.725
H20 -4.554 1.334 -1.548
H21 -3.375 1.117 0.602
H22 -2.829 -2.922 4.479
H23 1.320 -1.151 2.266
H24 0.968 -0.687 0.487
H25 0.706 -3.550 1.307
H26 2.200 -2.895 0.645
H27 -3.104 -1.849 0.352
H28 -4.735 -3.467 1.357
H29 -4.188 -5.876 1.430
H30 -1.980 -6.681 0.660
H31 -0.325 -5.019 -0.175
H32 -0.862 -4.488 2.350
H33 0.775 -5.945 3.543
H34 2.043 -5.022 5.444
H35 1.732 -2.668 6.125
H36 0.213 -1.189 4.796
C42 -2.833 4.466 -1.051
C43 -1.510 4.235 -0.329
C44 -0.650 5.492 -0.361
C45 -1.745 3.802 1.119
N10 -0.768 3.250 -1.106
N11 -1.486 1.986 -1.153
H37 -3.242 5.429 -0.772
H38 -3.545 3.695 -0.782
H39 -2.657 4.471 -2.119
H40 -1.154 6.307 0.143
H41 -0.455 5.777 -1.386
H42 0.293 5.282 0.133
H43 -1.098 4.365 1.777
H44 -1.522 2.715 1.196
H45 -2.769 3.989 1.411
H46 0.087 3.015 -0.585
H47 -1.307 1.607 -2.086
H48 -2.481 2.223 -1.097
O3 -1.717 -2.108 -2.757
C46 -0.992 -3.098 -2.789
C47 -1.466 -4.497 -2.959
C48 -0.222 -5.267 -2.598
C49 0.597 -4.186 -1.953
O4 1.403 -4.365 -1.068
N12 0.306 -3.020 -2.506
H49 -1.822 -4.621 -3.981
H50 -2.309 -4.663 -2.278
H51 0.355 -5.563 -3.482
H52 -0.359 -6.139 -1.957

For the HOMO-LUMO gap (spin up / spin down), the calculation gives 5.44 / 7.21 eV. Its expectation value of S² is 0.77. The spin multiplicity is 2. For the HOMO energy (spin up / spin down), the calculation gives -5.54 / -7.39 eV. Its charge is 0.

=====

(2)
Density functional theory data (wB97M-V/def2-TZVPD) for a 9-piece molecular cluster, C18H38Cl10N2O10 overall in a non-equilibrium geometry.

Element x y z (Å)
C1 -1.721 8.770 -8.476
N1 -1.814 8.360 -7.028
O1 -2.499 9.059 -6.317
O2 -1.015 7.455 -6.682
H1 -1.738 7.794 -8.959
H2 -0.750 9.241 -8.629
H3 -2.519 9.430 -8.816
C2 -7.142 5.452 -11.622
N2 -7.908 4.168 -11.647
O3 -7.492 3.310 -12.361
O4 -8.961 4.034 -11.018
H4 -6.243 5.368 -12.233
H5 -7.012 5.849 -10.615
H6 -7.700 6.176 -12.215
C3 -4.056 6.998 -10.798
O5 -4.362 7.921 -11.846
C4 -3.605 8.000 -12.968
O6 -2.493 7.572 -13.079
O7 -4.300 8.693 -13.933
C5 -3.701 8.984 -15.216
H7 -4.739 7.101 -9.955
H8 -3.142 7.393 -10.353
H9 -3.913 5.958 -11.090
H10 -2.798 8.393 -15.365
H11 -3.520 10.058 -15.272
H12 -4.463 8.730 -15.953
C6 -9.161 6.229 -7.801
O8 -8.179 6.895 -8.546
C7 -8.427 8.106 -9.059
O9 -9.338 8.859 -8.993
O10 -7.425 8.319 -9.886
C8 -7.315 9.568 -10.627
H13 -9.183 5.169 -8.056
H14 -10.187 6.563 -7.957
H15 -8.975 6.238 -6.728
H16 -8.035 10.281 -10.224
H17 -7.672 9.378 -11.639
H18 -6.324 10.018 -10.687
Cl1 -6.096 -0.050 -8.861
C9 -6.975 1.134 -7.893
C10 -8.154 1.737 -8.710
Cl2 -9.292 0.382 -9.123
H19 -6.232 1.869 -7.583
H20 -7.383 0.585 -7.045
H21 -7.803 2.286 -9.584
H22 -8.762 2.436 -8.137
Cl3 -5.806 8.149 -6.766
C11 -5.009 6.658 -6.383
C12 -5.978 5.511 -6.760
Cl4 -5.440 3.989 -6.184
H23 -4.799 6.499 -5.325
H24 -4.023 6.727 -6.843
H25 -5.984 5.377 -7.842
H26 -7.009 5.680 -6.450
Cl5 -2.680 1.086 -9.853
C13 -3.128 2.064 -11.243
C14 -4.567 2.467 -11.062
Cl6 -4.699 3.682 -9.707
H27 -3.017 1.419 -12.115
H28 -2.448 2.904 -11.380
H29 -5.272 1.675 -10.811
H30 -4.874 3.027 -11.945
Cl7 -5.411 5.398 -2.657
C15 -7.027 4.885 -2.009
C16 -8.260 5.584 -2.703
Cl8 -8.705 4.923 -4.237
H31 -6.965 5.184 -0.963
H32 -6.999 3.804 -2.145
H33 -8.079 6.651 -2.834
H34 -9.157 5.525 -2.086
Cl9 -1.026 4.454 -2.263
C17 -2.400 3.423 -2.628
C18 -2.820 3.355 -4.096
Cl10 -1.598 2.471 -5.086
H35 -3.246 3.808 -2.060
H36 -2.213 2.430 -2.218
H37 -2.825 4.393 -4.428
H38 -3.787 2.863 -4.202

For the HOMO-LUMO gap, the calculation gives 10.19 eV. Its energy relative to the best compared isomer or geometry (same formula, charge and spin) is 1.274 eV. The spin multiplicity is 1. Its SMILES is C[N+](=O)[O-].C[N+](=O)[O-].COC(=O)OC.COC(=O)OC.ClCCCl.ClCCCl.ClCCCl.ClCCCl.ClCCCl. For the HOMO energy, the calculation gives -10.30 eV. Its charge is 0.